Record 1
13
Properties=species:S:1:pos:R:3:forces:R:3 method="wB97M-V/def2-TZVPD" smiles="S=CC1OCCO1" gap_ev=7.97 charge=0 relative_energy_ev=3.389 e_tot_ha=-704.554969
C 1.571 -0.990 -0.017 0.1 2.0 0.5
C 0.259 -0.769 -0.703 0.3 1.5 -5.0
C -0.655 1.279 -0.146 -1.0 0.1 2.5
C -1.039 0.028 0.878 2.9 1.1 -1.3
H 1.853 -1.971 0.321 0.1 -0.3 0.0
H 0.427 -1.177 -1.847 -0.9 0.1 2.9
H -0.165 2.255 0.382 -1.3 -2.3 -1.3
H -1.548 1.388 -0.790 -0.3 1.3 1.3
H -2.021 0.074 1.168 -2.3 0.1 0.8
H -0.347 -0.109 1.817 -1.0 0.1 -2.1
O 0.149 0.659 -1.048 2.0 -1.6 -1.0
O -0.960 -1.025 -0.143 0.7 -0.6 2.1
S 2.476 0.357 0.127 0.7 -1.5 0.6

***

Record 2
22
Properties=species:S:1:pos:R:3:forces:R:3 method="wB97M-V/def2-TZVPD" gap_ev=8.20 charge=+1 relative_energy_ev=2.625 e_tot_ha=-362.882702
C -1.442 -0.396 -1.578 -0.7 0.4 -1.4
C -0.717 -1.096 -0.467 -1.3 0.2 0.8
C -0.610 -0.154 0.768 1.3 0.0 -1.0
C 0.818 0.405 1.021 0.2 -0.8 0.9
N 3.123 3.011 0.146 1.0 0.8 1.0
C 2.544 2.027 0.664 0.0 0.9 -2.1
N 1.481 1.334 0.101 -1.8 -2.1 1.2
N -1.641 -2.291 0.010 0.9 0.1 -1.7
H -1.448 -0.909 -2.541 0.5 -0.2 0.0
H -0.993 0.580 -1.726 0.3 0.1 -0.2
H -2.512 -0.150 -1.476 0.3 -0.3 0.9
H 0.212 -1.554 -0.821 -0.1 0.2 0.3
H -0.808 -0.767 1.643 -0.1 0.3 0.4
H -1.365 0.614 0.625 -0.1 0.1 0.4
H 1.397 -0.518 1.143 0.4 0.0 -0.3
H 0.855 0.808 2.044 -0.4 0.2 -0.3
H 2.789 3.525 -0.660 -0.5 -0.6 -0.1
H 2.980 1.590 1.563 -0.3 -0.2 0.0
H 0.864 1.600 -0.649 0.8 1.0 -0.1
H -2.058 -2.079 0.911 0.0 -0.4 0.3
H -1.089 -3.151 -0.038 -0.2 0.0 0.8
H -2.379 -2.429 -0.682 -0.2 0.1 0.1